1.
Density functional theory data (ωB97M-V with the def2-TZVPD basis set) for C34H67ClN3NiO4S3SbSi3 as an isolated structure at a distorted geometry.

As for the frontier orbital gap (spin up / spin down): 7.21 / 7.91 eV. As for the charge: 0. For the LUMO energy (spin up / spin down), the calculation gives 0.0105 / 0.0101 Ha. The energy relative to the best compared isomer or geometry (same formula, charge and spin) is 0.0 kJ/mol. The spin multiplicity is 3. The calculation puts the highest occupied orbital energy (spin up / spin down) at -6.93 / -7.64 eV. As for the molar mass: 978.3 g/mol. For the largest force on an atom, the calculation gives 1.15 eV/Å.

Last column: Mulliken spin population.
Atoms and positions in Å:
1 Ni 0.94 -0.71 -0.08  1.5339
2 C 4.46 0.77 3.89  0.0007
3 C 4.57 -0.73 3.66  0.0017
4 S 3.19 -1.41 2.69  0.0032
5 C 4.02 -2.02 1.21  0.0115
6 C 4.60 -0.95 0.30  -0.0104
7 S 3.33 0.11 -0.46  0.0588
8 C 3.82 1.78 0.05  0.0016
9 C 3.62 2.16 1.52  -0.0023
10 S 5.09 1.82 2.56  -0.0002
11 H 5.03 1.06 4.78  0.0001
12 H 3.42 1.06 4.08  -0.0002
13 H 4.55 -1.24 4.63  0.0000
14 H 5.51 -0.99 3.17  -0.0004
15 H 3.25 -2.60 0.69  0.0028
16 H 4.81 -2.71 1.50  0.0003
17 H 5.17 -1.40 -0.51  0.0000
18 H 5.26 -0.29 0.87  -0.0002
19 H 3.23 2.43 -0.59  -0.0002
20 H 4.87 1.91 -0.24  0.0020
21 H 2.77 1.62 1.95  0.0022
22 H 3.42 3.23 1.59  0.0005
23 C 0.76 -4.56 1.61  0.0081
24 O 1.06 -3.46 0.75  -0.0056
25 C 0.53 -2.23 1.15  0.0389
26 O -0.14 -2.20 2.16  0.0288
27 H 1.35 -5.40 1.25  0.0017
28 H -0.30 -4.81 1.57  0.0004
29 H 1.02 -4.34 2.65  -0.0001
30 C -1.99 -0.55 -0.09  -0.0038
31 O -0.84 -0.29 -0.83  0.1181
32 H -2.84 0.05 -0.45  0.0051
33 H -1.86 -0.34 0.98  -0.0170
34 H -2.30 -1.61 -0.14  0.0031
35 C 4.21 -1.46 -3.85  0.0030
36 Si 2.93 -2.80 -3.59  0.0173
37 C 3.62 -4.08 -2.41  0.0015
38 C 2.65 -3.62 -5.25  0.0124
39 Sb 0.89 -1.81 -2.38  0.1181
40 Si -1.06 -3.33 -2.93  0.0092
41 C -1.28 -4.44 -1.47  -0.0009
42 C -0.75 -4.37 -4.45  0.0042
43 C -2.58 -2.30 -3.22  0.0039
44 Si 0.45 0.19 -3.91  0.0137
45 C -1.27 0.89 -3.78  0.0016
46 C 1.64 1.55 -3.40  -0.0002
47 C 0.80 -0.28 -5.68  0.0077
48 H 5.05 -1.86 -4.44  0.0003
49 H 4.61 -1.08 -2.90  -0.0010
50 H 3.80 -0.61 -4.40  -0.0002
51 H 4.48 -4.59 -2.84  0.0000
52 H 2.86 -4.83 -2.17  0.0005
53 H 3.92 -3.62 -1.46  -0.0001
54 H 3.60 -4.03 -5.60  0.0006
55 H 2.29 -2.90 -5.99  -0.0012
56 H 1.93 -4.43 -5.19  -0.0009
57 H -0.41 -5.08 -1.34  0.0004
58 H -2.17 -5.08 -1.60  -0.0001
59 H -1.40 -3.87 -0.54  0.0000
60 H 0.01 -5.14 -4.26  0.0006
61 H -0.42 -3.77 -5.30  0.0001
62 H -1.69 -4.87 -4.72  -0.0002
63 H -2.60 -1.43 -2.56  -0.0021
64 H -3.47 -2.91 -3.04  -0.0004
65 H -2.61 -1.95 -4.26  0.0007
66 H -1.62 0.81 -2.74  -0.0008
67 H -1.97 0.36 -4.43  -0.0001
68 H -1.25 1.94 -4.08  0.0001
69 H 1.35 1.96 -2.43  -0.0021
70 H 1.61 2.36 -4.14  -0.0004
71 H 2.66 1.19 -3.32  0.0008
72 H 0.26 -1.19 -5.96  -0.0008
73 H 1.87 -0.47 -5.83  0.0011
74 H 0.50 0.52 -6.37  0.0007
75 C -2.77 3.34 -0.28  -0.0037
76 C -3.12 4.39 0.79  0.0003
77 C -4.63 4.37 1.04  0.0000
78 C -2.77 5.76 0.19  -0.0001
79 C -2.35 4.17 2.14  0.0000
80 O -2.46 5.37 2.93  0.0000
81 C -2.89 3.03 3.03  0.0005
82 C -3.10 1.61 2.49  0.0004
83 C -3.50 0.67 3.60  -0.0005
84 C -4.73 0.80 4.24  0.0000
85 C -5.11 -0.04 5.27  0.0000
86 C -4.25 -1.05 5.67  0.0002
87 Cl -4.72 -2.12 6.96  0.0000
88 C -3.02 -1.22 5.05  0.0006
89 C -2.66 -0.36 4.02  0.0000
90 C -0.82 4.09 1.95  0.0001
91 N -0.27 2.74 1.93  0.0002
92 C 0.02 1.96 0.88  0.0299
93 N 0.46 0.79 1.31  -0.0060
94 C 0.44 0.91 2.66  0.0029
95 N 0.01 2.08 3.08  0.0031
96 H -3.46 3.44 -1.12  -0.0003
97 H -2.83 2.31 0.06  0.0041
98 H -1.77 3.51 -0.68  0.0019
99 H -5.16 4.60 0.11  0.0000
100 H -4.93 5.13 1.77  0.0000
101 H -4.99 3.40 1.39  0.0000
102 H -3.37 5.91 -0.72  0.0000
103 H -1.72 5.83 -0.11  0.0000
104 H -2.98 6.57 0.88  0.0000
105 H -3.38 5.50 3.17  0.0000
106 H -3.84 3.39 3.44  0.0000
107 H -2.21 2.97 3.89  0.0002
108 H -2.21 1.22 2.01  0.0016
109 H -3.89 1.60 1.74  -0.0005
110 H -5.42 1.58 3.92  0.0000
111 H -6.07 0.07 5.75  0.0000
112 H -2.36 -2.02 5.36  0.0000
113 H -1.70 -0.51 3.53  -0.0010
114 H -0.37 4.59 2.80  -0.0001
115 H -0.49 4.59 1.05  0.0001
116 H -0.16 2.22 -0.15  -0.0050
117 H 0.73 0.11 3.32  0.0013

=====

2.
Density functional theory data (ωB97M-V with the def2-TZVPD basis set) for the molecule C19H23N3S.

As for the frontier orbital gap: 8.64 eV. As for the charge: 0. For the LUMO energy, the calculation gives 0.0223 Ha. The energy relative to the best compared isomer or geometry (same formula, charge and spin) is 37.3 kJ/mol. The calculation puts the highest occupied orbital energy at -8.03 eV. As for the molar mass: 325.5 g/mol. For the largest force on an atom, the calculation gives 0.59 eV/Å.

Last column: natural (NBO) charge in e.
Atoms and positions in Å:
1 C -2.09 -4.65 1.10  -0.6296
2 C -1.63 -3.54 2.01  0.0053
3 C -1.07 -3.84 3.24  -0.2272
4 C -0.64 -2.82 4.08  -0.2130
5 C -0.78 -1.50 3.70  -0.1700
6 C -1.34 -1.19 2.47  -0.0327
7 C -1.49 0.25 2.05  -0.2485
8 N -0.26 1.00 2.28  -0.4455
9 C -0.40 2.42 2.05  -0.2263
10 C -0.63 2.75 0.56  -0.2543
11 N 0.07 1.80 -0.29  -0.4353
12 C -0.57 1.17 -1.29  0.3124
13 S -2.22 1.24 -1.53  -0.2549
14 N 0.15 0.37 -2.15  -0.6228
15 C 1.40 0.61 -2.72  0.1441
16 C 2.00 -0.42 -3.44  -0.2469
17 C 3.23 -0.23 -4.03  -0.1861
18 C 3.88 0.99 -3.93  -0.2377
19 C 3.28 2.03 -3.24  -0.2023
20 C 2.04 1.85 -2.64  -0.2196
21 C 1.28 1.29 0.32  -0.2431
22 C 0.91 0.48 1.59  -0.2331
23 C -1.76 -2.21 1.63  -0.2296
24 H -2.63 -4.25 0.25  0.2149
25 H -2.73 -5.34 1.64  0.2185
26 H -1.23 -5.21 0.73  0.2180
27 H -0.96 -4.87 3.54  0.2067
28 H -0.20 -3.07 5.04  0.2094
29 H -0.44 -0.70 4.34  0.2122
30 H -1.83 0.29 1.00  0.1957
31 H -2.26 0.72 2.66  0.2070
32 H -1.24 2.79 2.64  0.2139
33 H 0.51 2.90 2.41  0.1918
34 H -0.26 3.76 0.34  0.1964
35 H -1.69 2.71 0.31  0.2510
36 H -0.44 -0.26 -2.67  0.4233
37 H 1.50 -1.37 -3.52  0.2138
38 H 3.69 -1.04 -4.58  0.2164
39 H 4.84 1.14 -4.39  0.2154
40 H 3.76 2.99 -3.17  0.2149
41 H 1.57 2.67 -2.12  0.2168
42 H 1.91 2.15 0.58  0.1985
43 H 1.83 0.66 -0.37  0.2356
44 H 0.73 -0.56 1.33  0.2165
45 H 1.76 0.51 2.28  0.1973
46 H -2.19 -1.97 0.67  0.2125